a.
12
Properties=species:S:1:pos:R:3 method="wB97M-V/def2-TZVPD" homo_ev="-8.471 / -7.922" e_lumo_ev="-0.39 / -1.58" gap_ev="8.077 / 6.338" mol_weight_g_mol=99.07 spin_multiplicity=1
C -3.48968 0.40302 -0.00316
C -0.71630 -0.34652 -0.01896
C 0.42561 -1.33353 0.19680
C -0.52943 1.12961 0.03574
N -3.98263 1.43814 0.24360
P -2.85802 -1.17423 -0.20224
H 0.77356 -1.05260 1.25383
H 1.23551 -0.91162 -0.40924
H 0.09918 -2.30954 0.01079
H -0.05692 1.49059 -0.96200
H 0.29175 1.18521 0.81117
H -1.52529 1.46195 0.23061

=====

b.
12
Properties=species:S:1:pos:R:3 method="wB97M-V/def2-TZVPD" homo_ev=-8.821 e_lumo_ev=-0.33 gap_ev=8.487 mol_weight_g_mol=99.07 spin_multiplicity=1 smiles="C[C@@H]1C=CN=P1"
C 0.22401 0.29278 1.22868
C 0.49535 -0.75955 0.07701
C -0.22967 -0.41302 -1.16669
C -1.36806 -1.06943 -1.42352
N -1.77790 -2.00566 -0.45855
P -0.72980 -2.29573 0.65287
H 0.70119 0.16240 2.07797
H -0.85585 0.45305 1.30027
H 0.54350 1.25914 0.89315
H 1.48951 -0.49007 -0.30766
H 0.15889 0.38422 -1.84508
H -2.07796 -1.12977 -2.32977

=====

Energies relative to the most stable structure, in hartree: a 0.0687; b 0.0000.

=====

a.
8
Properties=species:S:1:pos:R:3 method="wB97M-V/def2-TZVPD" charge=-1 homo_ev=-2.473 e_lumo_ev=4.46 gap_ev=6.938 mol_weight_g_mol=61.13 spin_multiplicity=1
C 1.24208 -1.20635 -0.14575
C 0.03840 -1.69656 0.09595
H 2.12940 -1.82542 -0.26129
H 1.34814 -0.14032 -0.31056
H -0.19932 -2.75583 0.15501
H -0.75387 -0.97189 0.29198
S -0.61215 1.42087 0.04436
H -1.53765 2.31326 -0.34915

=====

b.
8
Properties=species:S:1:pos:R:3 method="wB97M-V/def2-TZVPD" charge=-1 homo_ev=-2.425 e_lumo_ev=4.09 gap_ev=6.516 mol_weight_g_mol=61.13 spin_multiplicity=1
S -1.73762 0.94309 0.25608
H -2.85572 0.37725 0.72245
C 1.60851 -0.37389 -0.54685
C 2.18025 -1.49588 -0.12394
H 2.14530 0.56291 -0.63937
H 0.55768 -0.33701 -0.79906
H 1.57519 -2.39758 -0.12108
H 3.24322 -1.59141 0.06251

=====

c.
8
Properties=species:S:1:pos:R:3 method="wB97M-V/def2-TZVPD" charge=-1 homo_ev=-2.293 e_lumo_ev=3.42 gap_ev=5.714 mol_weight_g_mol=61.13 spin_multiplicity=1
S 0.50342 -3.62036 2.55032
H 1.55685 -4.32231 2.08801
C -0.70908 1.31487 -1.33257
C 0.05988 1.36643 -0.24121
H -0.86532 2.23274 -1.90276
H -1.21706 0.44809 -1.73764
H 0.74905 0.54996 -0.03107
H -0.07774 2.03057 0.60693

=====

Energies relative to the most stable structure, in hartree: a 0.0036; b 0.0000; c 0.0489.

=====

a.
45
Properties=species:S:1:pos:R:3 method="wB97M-V/def2-TZVPD" homo_ev=-8.005 e_lumo_ev=0.57 gap_ev=8.571 mol_weight_g_mol=340.38 spin_multiplicity=1 smiles="COc1ccc(OC[C@@H](Cn2cnc3ccccc32)OC(C)=O)cc1"
C -6.83361 -0.17602 -0.42560
O -5.71974 -0.99460 -0.68023
C -4.47630 -0.50442 -0.40132
C -3.40633 -1.36315 -0.66830
C -2.11269 -0.97025 -0.42228
C -1.84955 0.29838 0.09807
O -0.52645 0.59350 0.30517
C -0.20428 1.78472 0.97351
C 1.31637 1.85229 1.17224
C 1.88387 0.71297 2.03946
N 1.74083 -0.58165 1.44524
C 0.74069 -1.48298 1.66594
N 0.81548 -2.54972 0.93762
C 1.92846 -2.37387 0.15183
C 2.49029 -3.20315 -0.81204
C 3.63895 -2.76939 -1.43928
C 4.22902 -1.54464 -1.12051
C 3.68813 -0.70590 -0.16685
C 2.52673 -1.12899 0.45915
O 1.98622 1.80782 -0.08220
C 1.99358 2.92146 -0.82480
C 2.71430 2.68976 -2.12310
O 1.49744 3.95884 -0.47163
C -2.90538 1.15269 0.36764
C -4.21245 0.75335 0.11832
H -7.70378 -0.76318 -0.71515
H -6.80408 0.74259 -1.02119
H -6.91020 0.08234 0.63597
H -3.62054 -2.34145 -1.06696
H -1.28344 -1.63262 -0.61129
H -0.51187 2.66178 0.38694
H -0.69230 1.83102 1.95841
H 1.53750 2.81530 1.65628
H 1.36957 0.72111 3.00428
H 2.94926 0.90712 2.20225
H -0.02559 -1.31129 2.39814
H 2.03567 -4.15149 -1.04952
H 4.10091 -3.38920 -2.19372
H 5.13339 -1.24935 -1.63274
H 4.15005 0.23967 0.07373
H 3.55705 3.37402 -2.19180
H 3.05423 1.66075 -2.18268
H 2.03844 2.90843 -2.94654
H -2.73960 2.14038 0.76901
H -5.00922 1.44584 0.33950

=====

b.
45
Properties=species:S:1:pos:R:3 method="wB97M-V/def2-TZVPD" homo_ev=-8.081 e_lumo_ev=0.78 gap_ev=8.862 mol_weight_g_mol=340.38 spin_multiplicity=1 smiles=COc1ccc(-c2noc(COc3ccc(C)c(C)c3)n2)cc1OC
C 5.65288 2.38490 -5.35436
O 4.74742 1.32569 -5.16601
C 3.86109 1.38590 -4.12285
C 3.80315 2.46444 -3.24339
C 2.89785 2.50872 -2.20306
C 2.01433 1.45136 -2.01840
C 1.05539 1.46879 -0.93699
N 0.92977 2.44535 -0.07245
O -0.07294 2.06463 0.75979
C -0.48565 0.86599 0.33823
C -1.59520 0.16050 1.03501
O -1.23862 0.02406 2.38828
C -2.13853 -0.55949 3.24127
C -1.74395 -0.63758 4.57372
C -2.58490 -1.20965 5.50455
C -3.82829 -1.71491 5.14584
C -4.72373 -2.33139 6.17723
C -4.22341 -1.63737 3.81009
C -5.55578 -2.17111 3.37940
C -3.37690 -1.06196 2.86972
N 0.16602 0.45147 -0.69977
C 2.06226 0.36656 -2.88565
C 2.96890 0.30887 -3.93674
O 2.87007 -0.82328 -4.68613
C 3.75765 -1.09579 -5.74696
H 6.31471 2.50973 -4.49158
H 5.13589 3.32767 -5.55914
H 6.24596 2.10489 -6.22406
H 4.47949 3.29378 -3.37232
H 2.86722 3.35171 -1.53277
H -2.51560 0.75643 0.93211
H -1.73299 -0.81432 0.54947
H -0.77976 -0.24461 4.85258
H -2.26846 -1.26493 6.53610
H -4.94248 -3.36923 5.92718
H -4.25453 -2.30420 7.15716
H -5.67231 -1.79797 6.23302
H -5.63215 -3.23453 3.60370
H -6.36062 -1.66390 3.91048
H -5.70455 -2.03178 2.31176
H -3.70515 -1.01802 1.84214
H 1.38392 -0.45982 -2.75043
H 4.79468 -1.13800 -5.40760
H 3.45841 -2.07615 -6.11802
H 3.66942 -0.36146 -6.55015

=====

Energies relative to the most stable structure, in hartree: a 0.0000; b 0.0749.